No. 1
Below is a structure of composition C32H37CsN7O5S in a non-equilibrium geometry, with properties calculated with ωB97M-V with the def2-TZVPD basis set.

```
83
Properties=species:S:1:pos:R:3:forces:R:3
Cs 0.14550 0.32435 -0.09248 -1.192 -0.226 0.682
C -1.99807 2.66639 -2.58494 0.002 0.004 0.075
O -1.93362 2.73027 -1.17113 -0.114 -0.087 0.046
C -3.18240 2.56408 -0.54191 0.134 0.142 -0.065
C -3.68387 1.13998 -0.50386 -0.026 -0.133 0.039
O -2.86467 0.40464 0.38344 -0.178 -0.071 -0.021
C -3.38515 -0.84409 0.80577 0.070 0.132 0.026
C -3.12928 -1.97807 -0.16052 0.112 -0.106 -0.055
O -1.82355 -2.46552 0.06555 -0.029 0.087 -0.083
C -1.52095 -3.61429 -0.69792 -0.010 0.079 -0.008
H -2.70563 3.41339 -2.96634 -0.019 0.010 -0.019
H -2.28849 1.67433 -2.94331 0.017 -0.004 -0.009
H -0.99978 2.87864 -2.95498 0.021 0.002 0.023
H -3.94408 3.19389 -1.02263 -0.003 0.017 -0.043
H -3.05383 2.90514 0.48674 0.000 0.040 0.006
H -3.68606 0.69572 -1.50591 -0.019 -0.029 -0.002
H -4.71920 1.15872 -0.13727 -0.045 -0.075 0.019
H -4.45696 -0.75214 1.01499 -0.057 0.023 -0.054
H -2.86974 -1.08401 1.73742 -0.026 0.031 0.037
H -3.23661 -1.63980 -1.20065 -0.023 -0.011 -0.020
H -3.86642 -2.77442 0.00911 0.000 -0.061 0.021
H -2.18174 -4.44477 -0.42605 -0.019 -0.040 0.005
H -0.48957 -3.88564 -0.48637 0.012 0.018 0.017
H -1.62455 -3.42238 -1.77165 -0.013 0.010 -0.002
C 5.27233 -2.32825 4.26344 0.037 0.035 -0.003
C 4.26136 -3.12055 3.44051 0.078 -0.070 -0.091
N 4.04921 -2.53693 2.11974 -0.090 0.028 0.187
C 3.20565 -1.55457 2.07350 0.033 0.078 0.259
S 2.93627 -0.99067 0.36834 0.344 -0.462 0.455
N 2.69198 -0.93648 3.16012 -0.152 0.036 -0.412
N 1.46956 -0.35201 3.05326 0.646 -0.070 -0.043
C 1.14491 0.31828 4.11508 -0.541 0.020 -0.131
C 2.10429 0.53457 5.25160 -0.047 0.009 0.087
C -0.25674 0.79123 4.25933 0.290 -0.002 -0.054
C -0.74021 1.09700 5.54012 -0.110 0.047 0.137
C -2.03753 1.54451 5.70524 0.090 -0.028 0.056
C -2.84779 1.68716 4.59078 0.017 0.001 -0.008
C -2.30137 1.34822 3.36336 0.113 -0.068 -0.045
N -1.05766 0.90890 3.18825 0.055 0.034 -0.134
H 5.46043 -2.81282 5.22633 -0.012 -0.006 -0.024
H 4.89234 -1.32310 4.44734 0.005 -0.026 -0.011
H 6.22050 -2.24889 3.72673 -0.014 -0.005 0.010
H 3.32090 -3.18672 3.99587 -0.032 0.030 0.005
H 4.63524 -4.13754 3.29744 0.015 -0.029 -0.037
H 4.30146 -3.10806 0.39982 0.041 -0.117 0.102
H 3.11025 0.62910 4.85066 0.030 0.019 -0.026
H 2.12999 -0.31563 5.94393 -0.015 0.003 -0.041
H 1.85224 1.43364 5.81781 0.038 -0.044 -0.031
H -0.10060 0.96563 6.40110 -0.041 0.009 -0.008
H -2.41158 1.77629 6.69579 0.012 -0.003 -0.005
H -3.86655 2.04384 4.66318 0.000 -0.004 -0.002
H -2.89456 1.42737 2.45780 0.029 0.002 0.029
N 3.28039 5.31078 -9.70176 -0.011 -0.006 0.008
C 2.95719 4.77443 -8.73734 -0.113 -0.202 0.371
C 2.55062 4.09838 -7.51897 0.092 0.209 -0.360
C 1.34421 4.43122 -6.91020 -0.082 0.011 0.067
C 0.96171 3.78452 -5.74567 -0.007 0.047 -0.061
C 1.77125 2.80499 -5.18058 -0.075 -0.102 0.140
C 2.97315 2.47781 -5.79719 0.083 0.021 -0.068
C 3.36656 3.11980 -6.96073 0.061 -0.096 0.061
C 1.36115 2.10976 -3.91378 0.015 0.042 -0.047
C 0.71564 0.87555 -4.09185 -0.032 -0.001 0.074
C 0.45514 0.25908 -5.35973 -0.021 -0.019 0.067
C -0.19339 -0.92246 -5.09335 -0.001 0.037 0.102
C -0.30766 -0.97795 -3.67173 0.020 0.086 -0.072
N 0.21636 0.07371 -3.07031 0.096 0.090 -0.381
C 1.67712 2.80158 -2.74106 0.059 -0.041 0.008
C 2.30036 4.09540 -2.67485 -0.036 -0.038 0.060
C 2.45023 4.38727 -1.34341 -0.014 -0.121 -0.017
C 1.92580 3.25500 -0.64501 -0.015 0.037 -0.056
N 1.46511 2.32296 -1.45366 0.410 0.678 -0.478
H 0.71621 5.19434 -7.35015 -0.011 -0.003 0.009
H 0.02770 4.04122 -5.26113 0.012 -0.002 -0.018
H 3.60153 1.71612 -5.35283 -0.008 0.014 -0.016
H 4.30399 2.86856 -7.43846 0.001 -0.011 0.008
H 0.72753 0.64896 -6.32941 -0.006 -0.004 0.027
H -0.53839 -1.66171 -5.80045 0.006 0.007 0.009
H -0.75848 -1.77792 -3.09247 0.022 0.048 -0.019
H 2.58830 4.71077 -3.51387 0.004 -0.011 0.009
H 2.88382 5.27273 -0.90398 -0.009 -0.011 -0.009
H 1.89196 3.12491 0.43562 -0.011 0.009 -0.125
O 2.71722 -2.46626 -0.33899 0.362 0.109 -0.128
O 4.01206 -3.10353 -0.55178 -0.202 0.053 0.003
```
Positions in Å, forces in eV/Å.

Computed properties:
HOMO level = -4.3 eV
charge = -1
energy above the lowest of the compared OMol25 structures with the same formula, charge and spin = 10.0 kcal/mol

Computed Löwdin charges, given in elementary charges:
1. Cs 1.044
2. C -0.086
3. O -0.213
4. C -0.206
5. C -0.197
6. O -0.278
7. C -0.188
8. C -0.209
9. O -0.223
10. C -0.094
11. H 0.091
12. H 0.086
13. H 0.070
14. H 0.126
15. H 0.128
16. H 0.122
17. H 0.130
18. H 0.127
19. H 0.131
20. H 0.130
21. H 0.128
22. H 0.088
23. H 0.098
24. H 0.076
25. C -0.113
26. C -0.306
27. N -0.046
28. C -0.649
29. S 0.823
30. N -0.041
31. N 0.023
32. C -0.310
33. C -0.070
34. C -0.222
35. C -0.036
36. C -0.086
37. C -0.084
38. C -0.153
39. N 0.110
40. H 0.059
41. H 0.047
42. H 0.064
43. H 0.095
44. H 0.092
45. H 0.028
46. H 0.058
47. H 0.084
48. H 0.063
49. H 0.095
50. H 0.100
51. H 0.092
52. H 0.085
53. N 0.135
54. C -0.188
55. C -0.240
56. C -0.025
57. C -0.008
58. C -0.201
59. C -0.002
60. C -0.022
61. C -0.073
62. C -0.285
63. C -0.051
64. C -0.098
65. C -0.195
66. N -0.022
67. C -0.288
68. C -0.045
69. C -0.090
70. C -0.205
71. N -0.108
72. H 0.115
73. H 0.124
74. H 0.132
75. H 0.117
76. H 0.099
77. H 0.078
78. H 0.077
79. H 0.100
80. H 0.081
81. H 0.097
82. O -0.552
83. O -0.136

***

No. 2
Below is a structure of composition C32H37HfN2O6P2S5Te, with properties calculated with ωB97M-V with the def2-TZVPD basis set.

```
86
Properties=species:S:1:pos:R:3:forces:R:3
Hf 0.13354 0.26726 -1.89274 -0.290 0.076 0.783
S 1.57778 2.38832 -2.79786 0.101 -0.081 0.060
S 2.62062 1.84492 -4.46879 0.061 -0.109 -0.040
S 3.54567 0.15576 -3.75090 -0.028 0.141 -0.076
S 1.88126 -0.97947 -3.31539 0.140 -0.152 -0.081
O -0.33832 -1.95354 -2.30808 -0.011 0.057 -0.034
S -1.80643 -1.97414 -2.05643 -0.290 0.063 -0.189
O -2.59800 -2.57837 -3.08209 0.010 -0.023 -0.016
O -2.12188 -0.56589 -1.74788 0.157 -0.104 -0.127
C -2.06700 -2.96812 -0.60251 0.128 -0.012 0.148
C -3.30976 -3.59417 -0.54974 0.106 0.071 -0.001
C -3.62407 -4.42287 0.51010 -0.017 -0.028 0.030
C -2.68270 -4.64579 1.50363 -0.066 -0.036 0.012
C -1.44911 -4.02458 1.44238 0.050 0.090 -0.014
C -1.11066 -3.15448 0.40516 -0.091 -0.009 -0.142
P 0.56089 -2.33987 0.38041 0.027 -0.079 0.194
C 1.59341 -3.86042 0.10954 -0.134 0.146 0.002
C 2.05866 -4.06338 -1.18704 0.004 0.000 -0.019
C 2.81340 -5.18830 -1.49807 -0.005 -0.004 -0.009
C 3.11838 -6.11650 -0.51536 0.008 -0.005 -0.012
C 2.66778 -5.91783 0.78446 0.002 0.008 -0.024
C 1.91095 -4.79854 1.09206 -0.031 -0.017 0.007
C 0.85743 -2.04847 2.17191 0.039 0.015 -0.055
C -0.13454 -1.64219 3.06485 -0.022 0.004 -0.027
C 0.18684 -1.30372 4.37115 0.052 0.007 0.033
C 1.50259 -1.36006 4.81172 -0.058 0.002 -0.005
C 2.49940 -1.74952 3.92961 -0.001 0.011 0.002
C 2.17703 -2.08338 2.62318 0.054 0.013 -0.006
H -4.00714 -3.43265 -1.35924 -0.012 -0.011 0.004
H -4.59234 -4.90505 0.55034 -0.001 -0.001 0.003
H -2.90786 -5.30993 2.32922 0.000 0.005 0.003
H -0.73115 -4.20615 2.23042 0.023 -0.001 0.013
H 1.83568 -3.33123 -1.95372 0.010 -0.011 -0.010
H 3.16697 -5.32977 -2.51187 0.000 0.006 0.003
H 3.71136 -6.99026 -0.75723 0.000 -0.001 0.004
H 2.91036 -6.63574 1.55882 -0.008 0.003 0.007
H 1.58067 -4.64275 2.11154 -0.008 -0.030 0.002
H -1.15926 -1.55232 2.73437 0.012 -0.041 -0.001
H -0.59971 -0.98236 5.04321 -0.004 -0.008 -0.001
H 1.74777 -1.09872 5.83425 0.008 0.007 0.000
H 3.53243 -1.78334 4.25412 0.007 -0.008 -0.012
H 2.96529 -2.37680 1.94094 0.019 0.022 0.016
C 0.81595 4.27199 -0.39776 0.040 0.018 -0.051
N 0.37900 3.97094 0.98853 -0.035 -0.008 0.046
C 1.22240 4.67153 1.98044 0.000 -0.017 0.021
C 0.22039 2.45914 1.20462 -0.032 -0.125 -0.084
C 1.47132 1.64708 1.00695 -0.027 0.014 0.017
C 2.43728 1.72965 2.02042 0.023 -0.003 -0.001
C 3.64414 1.06842 1.91954 -0.013 -0.025 -0.011
C 3.85841 0.26231 0.80875 -0.012 0.003 0.063
C 2.86470 0.10992 -0.14117 -0.074 -0.006 -0.082
C 1.62738 0.78916 -0.10225 -0.043 0.249 -0.073
H 0.84831 5.35160 -0.53969 0.011 -0.005 0.027
H 0.11116 3.80973 -1.08432 0.000 0.000 0.022
H 1.79691 3.83078 -0.55520 0.001 -0.010 0.006
H -0.57207 4.32184 1.09255 0.007 -0.008 -0.023
H 2.25042 4.35145 1.84442 0.022 -0.029 0.003
H 0.88333 4.41934 2.98280 0.014 -0.008 -0.008
H 1.14219 5.74410 1.81179 -0.005 -0.003 0.003
H -0.55061 2.18698 0.49614 -0.036 -0.046 -0.013
H -0.20330 2.34501 2.20269 0.040 0.039 0.038
H 2.22518 2.28973 2.92606 -0.029 0.049 -0.007
H 4.38389 1.14751 2.70688 0.002 -0.006 0.005
H 4.78919 -0.28421 0.70345 0.005 0.004 -0.016
H 3.05738 -0.57792 -0.95640 -0.008 0.049 -0.023
N -2.12744 0.50987 1.51956 -0.080 -0.094 0.085
C -1.36124 0.03987 0.77954 0.242 0.160 -0.345
C -1.29586 5.92515 -3.06907 -0.018 -0.022 -0.020
C -1.28026 4.54764 -3.69180 -0.057 0.027 0.008
O -2.35594 3.78278 -3.11012 0.154 0.028 -0.042
P -2.14767 2.20895 -2.87074 -0.062 -0.065 0.206
O -1.18529 2.03275 -1.67801 0.042 -0.147 0.045
Te -1.26365 0.96914 -4.65249 -0.073 -0.009 -0.141
O -3.61744 1.82521 -2.43865 0.028 0.035 -0.056
C -4.02086 1.91319 -1.05037 -0.026 0.013 -0.040
C -5.48634 1.56300 -0.99213 0.011 -0.019 0.009
H -0.47306 6.52102 -3.46727 0.001 0.014 -0.003
H -1.18100 5.85241 -1.98587 -0.003 0.021 -0.015
H -2.23472 6.43866 -3.27971 -0.003 0.004 0.016
H -0.32570 4.04347 -3.52602 -0.002 -0.003 -0.010
H -1.45239 4.59786 -4.76853 0.024 -0.011 0.003
H -3.84214 2.93179 -0.69227 -0.012 0.010 -0.025
H -3.41978 1.22703 -0.46092 0.063 -0.042 0.028
H -6.08105 2.25960 -1.58492 -0.007 -0.010 0.007
H -5.82599 1.59445 0.04396 -0.010 0.001 0.008
H -5.64133 0.55448 -1.37585 -0.004 0.007 -0.003
```
Positions in Å, forces in eV/Å.

Computed properties:
HOMO level = -4.4 eV
charge = -1
energy above the lowest of the compared OMol25 structures with the same formula, charge and spin = 0.0 kcal/mol

Computed Löwdin charges, given in elementary charges:
1. Hf 1.128
2. S -0.017
3. S -0.121
4. S -0.089
5. S 0.012
6. O -0.606
7. S 0.453
8. O -0.270
9. O -0.482
10. C -0.248
11. C -0.057
12. C -0.076
13. C -0.073
14. C -0.089
15. C -0.298
16. P 1.116
17. C -0.331
18. C -0.089
19. C -0.081
20. C -0.103
21. C -0.094
22. C -0.106
23. C -0.360
24. C -0.111
25. C -0.085
26. C -0.106
27. C -0.098
28. C -0.121
29. H 0.111
30. H 0.101
31. H 0.101
32. H 0.098
33. H 0.036
34. H 0.102
35. H 0.094
36. H 0.096
37. H 0.096
38. H 0.071
39. H 0.098
40. H 0.091
41. H 0.098
42. H 0.103
43. C -0.053
44. N -0.166
45. C -0.015
46. C -0.119
47. C -0.265
48. C -0.081
49. C -0.108
50. C -0.101
51. C -0.190
52. C -0.262
53. H 0.100
54. H 0.037
55. H 0.063
56. H 0.178
57. H 0.096
58. H 0.102
59. H 0.097
60. H 0.049
61. H 0.123
62. H 0.099
63. H 0.095
64. H 0.102
65. H 0.022
66. N -0.037
67. C -0.294
68. C -0.077
69. C -0.311
70. O -0.271
71. P 0.120
72. O -0.565
73. Te 0.596
74. O -0.273
75. C -0.271
76. C -0.071
77. H 0.079
78. H 0.056
79. H 0.074
80. H 0.027
81. H 0.114
82. H 0.115
83. H 0.061
84. H 0.073
85. H 0.076
86. H 0.080

***

- Among the records above, which one has the highest HOMO level?
  C32H37CsN7O5S